<P>
Molecular formula: CHClNO2S
Method: DFT, wB97M-V/def2-TZVPD

Summary:
LUMO (eV): 3.629
Total charge: -1
Spin multiplicity: 1

```
7
CHClNO2S wB97M-V/def2-TZVPD
C 0.35 1.55 1.83
N 1.95 0.11 -1.24
O 0.61 2.63 1.51
O 0.15 0.58 2.43
S 0.52 0.66 -0.73
Cl 3.15 -0.01 0.16
H -0.62 -0.47 -0.47
```


<Q>
Molecular formula: CHClNO2S
Method: DFT, wB97M-V/def2-TZVPD

Summary:
LUMO (alpha / beta) (eV): 2.560 / 2.644
Total charge: -1
Spin multiplicity: 1

```
7
CHClNO2S wB97M-V/def2-TZVPD
C -0.18 0.76 0.50
N -0.51 -0.66 0.43
O 0.66 1.06 -0.48
O -0.73 1.50 1.29
S -1.77 -1.42 0.71
Cl 1.42 -1.37 -1.39
H 1.10 0.12 -1.06
```


<R>
Molecular formula: CHClNO2S
Method: DFT, wB97M-V/def2-TZVPD

Summary:
LUMO (eV): 3.614
Total charge: -1
Spin multiplicity: 1

```
7
CHClNO2S wB97M-V/def2-TZVPD
C -0.99 0.85 -0.59
N 0.35 -0.80 -1.46
O 1.91 -0.26 0.45
O -0.23 -1.25 1.03
S 0.58 -0.60 0.00
Cl 0.02 1.79 0.48
H -1.63 0.27 0.09
```


Which is the most stable structure? <Q> is the most stable.


<P>
Molecular formula: C4H9N
Method: DFT, wB97M-V/def2-TZVPD

Summary:
LUMO (alpha / beta) (eV): 4.487 / 4.435
Total charge: -1
<S²>: 0.773
Spin multiplicity: 2

```
14
C4H9N wB97M-V/def2-TZVPD
C 0.72 1.39 0.81
C 0.65 -0.07 0.62
C 1.00 -0.57 1.91
C -2.22 -0.07 -2.16
N 0.44 -0.66 -0.52
H 1.41 1.95 0.17
H -3.08 -0.62 -2.53
H 0.59 1.96 1.72
H 1.06 -0.13 2.89
H 1.17 -1.66 1.94
H -1.79 -0.41 -1.23
H -2.47 0.99 -2.03
H -1.38 -0.18 -2.86
H 0.81 -1.58 -0.70
```


<Q>
Molecular formula: C4H9N
Method: DFT, wB97M-V/def2-TZVPD

Summary:
LUMO (alpha / beta) (eV): 4.572 / 4.509
Total charge: -1
<S²>: 0.750
Spin multiplicity: 2

```
14
C4H9N wB97M-V/def2-TZVPD
C -0.52 -0.47 -1.54
C -1.02 -0.04 -0.11
C 0.20 0.28 0.69
C 0.71 1.52 0.90
N 0.96 -0.85 1.05
H 0.55 -0.64 -1.55
H -0.71 0.43 -2.14
H -1.03 -1.31 -2.02
H -1.36 -0.93 0.45
H -1.85 0.64 -0.21
H 0.15 2.39 0.59
H 1.57 1.51 1.56
H 0.83 -1.65 0.46
H 1.52 -0.88 1.87
```


Which is the most stable structure? <Q> is the most stable.


<P>
Molecular formula: C5H8
Method: DFT, wB97M-V/def2-TZVPD

Summary:
LUMO (eV): 0.742
Spin multiplicity: 1

```
13
C5H8 wB97M-V/def2-TZVPD
C 1.07 -1.00 -0.24
C 0.03 0.04 0.07
C 0.52 1.40 0.46
C -1.32 -0.23 -0.20
C -2.40 -0.79 -0.50
H 0.68 -1.90 -0.69
H 1.82 -0.59 -0.91
H 1.61 -1.29 0.66
H -1.01 -0.09 1.10
H 1.21 1.36 1.31
H -0.30 2.08 0.71
H 1.07 1.84 -0.38
H -2.99 -0.84 -1.39
```


<Q>
Molecular formula: C5H8
Method: DFT, wB97M-V/def2-TZVPD

Summary:
LUMO (eV): 0.988
SMILES: C#CC(C)C
Spin multiplicity: 1

```
13
C5H8 wB97M-V/def2-TZVPD
C 1.80 -0.93 -0.32
C 1.44 0.04 0.34
C 0.00 0.35 0.61
C -0.53 1.52 -0.21
C -0.58 -1.01 0.10
H 2.03 -1.89 -0.71
H -0.19 0.53 1.67
H 0.02 2.43 0.00
H -0.42 1.30 -1.28
H -1.59 1.68 0.00
H -1.61 -1.07 -0.24
H -0.40 -1.78 0.87
H 0.03 -1.16 -0.82
```


<R>
Molecular formula: C5H8
Method: DFT, wB97M-V/def2-TZVPD

Summary:
LUMO (eV): 1.226
Spin multiplicity: 1

```
13
C5H8 wB97M-V/def2-TZVPD
C -2.07 0.19 -0.13
C -1.39 -0.94 -0.18
C -0.75 0.21 0.50
C 2.11 -0.37 0.03
C 0.28 0.84 -0.29
H -3.06 0.57 -0.17
H -1.41 -2.02 -0.30
H -0.65 0.33 1.58
H 1.56 -1.36 -0.10
H 2.30 -0.20 1.02
H 2.78 0.09 -0.60
H 0.01 0.74 -1.32
H 0.29 1.93 -0.04
```


<S>
Molecular formula: C5H8
Method: DFT, wB97M-V/def2-TZVPD

Summary:
LUMO (eV): 0.060
Spin multiplicity: 1

```
13
C5H8 wB97M-V/def2-TZVPD
C 1.67 -0.46 -1.39
C 0.31 -0.69 -1.67
C 0.47 -0.31 -0.18
C -0.99 0.52 1.65
C -0.23 0.76 0.25
H 2.44 0.21 -1.03
H -0.23 -0.53 -2.60
H -0.07 -1.70 -1.38
H 0.74 -1.03 0.63
H -1.18 1.23 2.48
H -1.15 -0.51 2.04
H -1.70 0.70 0.86
H -0.09 1.81 0.35
```


Which is the most stable structure? <Q> is the most stable.


<P>
Molecular formula: C5H8
Method: DFT, wB97M-V/def2-TZVPD

Summary:
LUMO (eV): 1.269
SMILES: C[C@@H]1C=CC1
Spin multiplicity: 1

```
13
C5H8 wB97M-V/def2-TZVPD
C 0.75 -0.91 1.14
C -0.33 -0.10 0.45
C -0.81 -0.55 -0.92
C -0.52 0.61 -1.51
C 0.09 1.22 -0.27
H 1.15 -0.38 2.01
H 1.58 -1.12 0.46
H 0.35 -1.87 1.49
H -1.16 0.08 1.15
H -1.24 -1.48 -1.28
H -0.67 1.00 -2.51
H 1.18 1.36 -0.32
H -0.36 2.15 0.11
```


<Q>
Molecular formula: C5H8
Method: DFT, wB97M-V/def2-TZVPD

Summary:
LUMO (eV): 0.838
Spin multiplicity: 1

```
13
C5H8 wB97M-V/def2-TZVPD
C -1.93 0.13 -0.53
C -0.88 0.36 0.51
C 0.24 1.18 0.27
C 0.86 -0.06 0.38
C 1.95 -0.51 -0.56
H -2.83 0.70 -0.27
H -2.20 -0.93 -0.58
H -1.56 0.46 -1.51
H 0.49 -0.92 0.97
H -1.09 -0.09 1.48
H 2.58 -1.26 -0.07
H 1.53 -0.97 -1.46
H 2.57 0.34 -0.87
```


Which is the most stable structure? <P> is the most stable.


<P>
Molecular formula: C5H8
Method: DFT, wB97M-V/def2-TZVPD

Summary:
LUMO (eV): 1.148
SMILES: C=C1C[C@H]1C
Spin multiplicity: 1

```
13
C5H8 wB97M-V/def2-TZVPD
C 1.94 0.70 -0.38
C 0.61 0.52 -0.37
C -0.49 0.16 -1.16
C -0.70 0.35 0.28
C -0.89 -0.88 1.22
H 2.41 0.76 0.57
H 2.42 0.84 -1.43
H -1.06 0.88 -1.86
H -0.41 -0.77 -1.59
H -1.13 1.25 0.51
H -0.51 -1.67 0.64
H -1.93 -1.13 1.49
H -0.27 -1.00 2.07
```


<Q>
Molecular formula: C5H8
Method: DFT, wB97M-V/def2-TZVPD

Summary:
LUMO (eV): 0.868
SMILES: CC#CCC
Spin multiplicity: 1

```
13
C5H8 wB97M-V/def2-TZVPD
C -1.53 -1.89 0.14
C -0.41 -1.02 0.24
C 0.45 -0.37 0.80
C 1.17 0.87 0.48
C 0.55 1.57 -0.74
H -0.64 -2.41 0.73
H -2.48 -1.45 0.53
H -1.70 -2.63 -0.62
H 1.21 1.53 1.34
H 2.21 0.58 0.27
H 0.54 0.89 -1.61
H 1.11 2.47 -1.01
H -0.49 1.86 -0.54
```


Which is the most stable structure? <P> is the most stable.


<P>
Molecular formula: CH14NO4
Method: DFT, wB97M-V/def2-TZVPD

Summary:
LUMO (alpha / beta) (eV): 0.653 / 0.422
<S²>: 0.751
Spin multiplicity: 2

```
20
CH14NO4 wB97M-V/def2-TZVPD
C -2.39 1.12 0.34
N -1.44 0.03 -0.04
H -3.30 1.05 -0.26
H -2.46 1.17 1.43
H -1.91 2.06 0.02
H -0.95 0.36 -0.94
H -1.88 -0.75 -0.54
H -0.78 -0.13 0.74
H 1.25 0.43 -1.49
H 0.40 -0.57 -2.32
O 0.41 0.33 -1.96
H 1.47 2.45 1.86
H 1.42 1.15 2.86
O 1.38 1.49 1.95
H 1.48 0.15 0.87
H 2.17 -1.05 1.39
O 1.59 -0.81 0.65
H 1.26 -2.50 -0.82
H 1.29 -3.44 -1.99
O 1.00 -2.54 -1.76
```


<Q>
Molecular formula: CH14NO4
Method: DFT, wB97M-V/def2-TZVPD

Summary:
LUMO (alpha / beta) (eV): 0.607 / 0.389
<S²>: 0.751
Spin multiplicity: 2

```
20
CH14NO4 wB97M-V/def2-TZVPD
C -0.07 -1.71 -1.61
N -0.67 -0.93 -0.59
H 1.03 -1.90 -1.26
H -0.34 -2.83 -1.50
H -0.17 -1.40 -2.70
H -0.27 0.03 -0.69
H -0.34 -1.27 0.42
H -1.72 -0.92 -0.72
H -2.75 1.20 1.95
H -1.48 1.56 1.23
O -1.96 0.81 1.57
H 3.30 1.65 -0.67
H 3.67 0.63 0.56
O 2.90 1.02 -0.01
H 0.84 2.30 -0.44
H -0.27 2.46 -1.58
O -0.10 2.06 -0.69
H -0.52 -0.15 2.21
H -0.90 -1.58 2.45
O -0.17 -1.03 2.08
```


Which is the most stable structure? <P> is the most stable.